(1)
Formula: C18H20N2O2
Source: OMol25
Level of theory: the ωB97M-V functional and the def2-TZVPD basis

## Properties
energy relative to the best compared isomer or geometry (same formula, charge and spin): 128.61 kcal per mole
LUMO level: 0.339 eV
HOMO-LUMO gap: 8.368 eV

Cartesian coordinates (Å):
C: 4.38 -0.71 -5.29
N: 4.49 -0.50 -3.87
C: 5.86 -0.27 -3.36
C: 3.43 -0.53 -2.97
C: 3.02 0.54 -2.32
C: 1.94 0.52 -1.38
C: 1.20 -0.66 -1.26
C: 0.10 -0.69 -0.22
N: 0.14 0.00 0.92
C: -0.95 -0.38 1.80
C: -1.29 0.77 2.75
C: -2.01 2.02 2.09
O: -3.41 1.82 1.72
C: -4.19 1.15 2.61
C: -5.51 1.13 2.46
C: -6.33 0.39 3.31
C: -5.70 -0.19 4.38
C: -4.33 -0.24 4.57
C: -3.53 0.42 3.63
O: -2.21 0.41 3.88
C: 1.70 -1.83 -1.99
C: 2.81 -1.74 -2.81
H: 3.29 -0.38 -5.51
H: 4.66 -1.74 -5.66
H: 5.02 0.00 -5.78
H: 6.46 -1.04 -3.76
H: 6.32 0.69 -3.72
H: 5.78 -0.16 -2.29
H: 3.34 1.59 -2.37
H: 1.54 1.44 -0.94
H: -0.73 -1.40 -0.29
H: -1.86 -0.80 1.37
H: -0.63 -1.20 2.40
H: -0.33 1.10 3.20
H: -1.37 2.50 1.39
H: -1.96 2.77 2.87
H: -5.87 1.81 1.65
H: -7.34 0.31 3.28
H: -6.24 -0.70 5.21
H: -3.93 -0.66 5.43
H: 1.13 -2.82 -1.92
H: 3.12 -2.73 -3.20

(2)
Formula: C24H25N3O4S
Source: OMol25
Level of theory: the ωB97M-V functional and the def2-TZVPD basis

## Properties
energy relative to the best compared isomer or geometry (same formula, charge and spin): 104.34 kcal per mole
LUMO level: -1.151 eV
HOMO-LUMO gap: 5.660 eV

Cartesian coordinates (Å):
C: 4.22 1.92 -4.82
O: 3.09 2.39 -4.07
C: 2.24 1.49 -3.49
C: 1.20 2.02 -2.69
C: 0.46 1.19 -1.89
C: 0.72 -0.20 -1.82
C: 0.04 -1.01 -0.83
C: 0.54 -2.17 -0.28
C: -0.40 -3.15 0.26
O: -1.62 -3.03 0.17
N: 0.13 -4.26 0.96
C: -0.81 -5.20 1.52
C: 1.49 -4.50 1.16
O: 1.92 -5.43 1.83
N: 2.36 -3.60 0.52
C: 3.76 -3.85 0.80
C: 1.98 -2.39 -0.08
O: 2.86 -1.57 -0.37
C: 1.62 -0.73 -2.78
C: 2.35 0.08 -3.62
H: 4.70 2.83 -5.17
H: 4.91 1.34 -4.19
H: 3.91 1.30 -5.68
H: 1.05 3.10 -2.68
H: -0.33 1.59 -1.25
H: -0.97 -0.72 -0.56
H: -0.23 -5.99 1.99
H: -1.46 -4.71 2.25
H: -1.43 -5.61 0.72
H: 4.34 -3.11 0.27
H: 3.93 -3.77 1.88
H: 4.02 -4.86 0.49
H: 1.73 -1.82 -2.86
H: 3.06 -0.34 -4.33
C: -3.41 1.01 3.76
S: -1.89 0.47 2.91
C: -2.40 -1.27 2.79
C: -2.09 1.06 1.33
C: -2.08 2.44 1.03
C: -2.54 2.92 -0.24
C: -2.53 4.27 -0.52
C: -2.04 5.19 0.41
C: -1.99 6.59 0.09
N: -1.94 7.73 -0.17
C: -1.60 4.74 1.67
C: -1.62 3.39 1.98
H: -3.40 2.10 3.90
H: -4.27 0.71 3.16
H: -3.42 0.51 4.73
H: -1.73 -1.78 2.09
H: -2.31 -1.69 3.80
H: -3.43 -1.30 2.43
H: -2.35 0.31 0.58
H: -2.92 2.19 -0.96
H: -2.91 4.63 -1.48
H: -1.25 5.48 2.40
H: -1.25 3.07 2.96

(3)
Formula: C29H26GeO2ReS5Sb
Source: OMol25
Level of theory: the ωB97M-V functional and the def2-TZVPD basis

## Properties
energy relative to the best compared isomer or geometry (same formula, charge and spin): 13.07 kcal per mole
LUMO level: -8.650 eV
HOMO-LUMO gap: 5.513 eV
net charge: +2

Cartesian coordinates (Å):
Re: 0.15 0.46 0.17
S: 3.96 3.40 2.48
Sb: 2.86 2.72 0.50
S: 2.58 0.24 0.30
S: 0.48 2.56 1.01
S: 3.58 3.56 -1.37
C: 3.53 2.05 -5.12
C: 2.24 1.86 -4.38
C: 1.42 2.95 -4.08
C: 0.23 2.81 -3.40
C: -0.63 4.00 -3.10
C: -0.14 1.51 -2.99
C: 0.65 0.37 -3.30
C: 0.20 -1.04 -3.01
C: 1.83 0.59 -3.98
C: -1.42 1.39 -2.32
O: -2.51 1.74 -2.44
O: -1.18 0.61 -0.93
H: 3.62 3.05 -5.51
H: 3.60 1.34 -5.95
H: 4.38 1.86 -4.45
H: 1.73 3.94 -4.39
H: -0.08 4.92 -3.31
H: -0.93 4.03 -2.05
H: -1.54 4.00 -3.70
H: -0.88 -1.13 -2.88
H: 0.69 -1.46 -2.13
H: 0.47 -1.69 -3.85
H: 2.44 -0.27 -4.26
S: 0.16 -2.98 0.66
C: 0.28 -1.48 0.55
C: -1.44 -4.09 4.19
C: -2.38 -3.21 3.67
C: -2.00 -1.92 3.30
C: -0.68 -1.52 3.44
C: 0.26 -2.40 3.99
C: -0.12 -3.68 4.36
Ge: -0.18 0.27 2.90
C: 1.76 0.55 3.02
C: 2.66 -0.31 2.17
C: 4.11 -0.23 2.51
C: 4.60 0.81 3.17
C: 3.72 1.94 3.62
C: 2.27 1.58 3.69
C: -1.44 1.59 3.50
C: -1.44 1.84 4.88
C: -2.35 2.73 5.42
C: -3.27 3.37 4.60
C: -3.29 3.11 3.24
C: -2.37 2.23 2.69
H: -1.74 -5.09 4.48
H: -3.41 -3.52 3.56
H: -2.75 -1.24 2.91
H: 1.29 -2.08 4.15
H: 0.60 -4.35 4.80
H: 2.31 -1.34 2.09
H: 4.75 -1.04 2.17
H: 5.65 0.88 3.39
H: 4.06 2.35 4.57
H: 1.63 2.25 4.26
H: -0.75 1.33 5.54
H: -2.34 2.93 6.49
H: -3.98 4.06 5.03
H: -4.02 3.60 2.60
H: -2.40 2.04 1.62

(4)
Formula: C6H9FN2
Source: OMol25
Level of theory: the ωB97M-V functional and the def2-TZVPD basis

## Properties
energy relative to the best compared isomer or geometry (same formula, charge and spin): 105.83 kcal per mole
LUMO level (spin up / spin down): -0.687 / -0.265 eV
HOMO-LUMO gap (spin up / spin down): 7.504 / 7.798 eV

Cartesian coordinates (Å):
C: -0.09 -1.34 -0.23
C: -1.24 -0.67 -0.16
C: 1.22 0.81 -0.87
C: 1.04 -0.43 -0.01
C: 2.29 -1.05 0.57
C: -2.43 1.35 0.30
N: -1.27 0.72 -0.23
N: 0.66 0.89 0.41
F: -2.43 -1.35 0.10
H: 0.06 -2.44 -0.27
H: 2.10 1.33 -1.13
H: 0.50 0.87 -1.68
H: 2.61 -1.73 -0.23
H: 2.15 -1.61 1.57
H: 2.98 -0.14 0.47
H: -3.07 0.93 1.13
H: -2.10 2.29 0.77
H: -3.00 1.57 -0.52

(5)
Formula: C17H32N4O5S
Source: OMol25
Level of theory: the ωB97M-V functional and the def2-TZVPD basis

## Properties
energy relative to the best compared isomer or geometry (same formula, charge and spin): 96.10 kcal per mole
LUMO level: 0.449 eV
HOMO-LUMO gap: 9.930 eV

Cartesian coordinates (Å):
C: -1.86 6.55 -0.59
O: -2.35 5.23 -0.50
C: -1.70 4.44 0.46
N: -0.82 3.43 -0.19
C: 0.04 3.97 -1.24
C: -0.17 2.66 0.76
O: -0.68 1.76 1.32
O: 1.22 2.91 1.07
S: 1.50 3.99 2.21
C: 1.94 5.54 1.44
O: 0.35 4.20 3.05
O: 2.66 3.56 2.92
H: -0.82 6.56 -0.95
H: -2.46 7.07 -1.33
H: -1.91 7.09 0.37
H: -1.20 5.07 1.22
H: -2.48 3.87 0.98
H: 0.58 4.89 -0.98
H: -0.53 4.14 -2.16
H: 0.80 3.22 -1.47
H: 1.54 6.35 2.04
H: 1.49 5.55 0.45
H: 3.02 5.59 1.33
C: -0.04 -1.20 2.39
C: -0.36 -1.92 3.70
C: 0.34 -3.28 3.81
C: -0.08 -4.17 2.72
N: -0.42 -4.86 1.87
H: -0.38 -1.77 1.53
H: -0.53 -0.23 2.36
H: 1.03 -1.04 2.29
H: -1.44 -2.06 3.77
H: -0.06 -1.30 4.54
H: 0.10 -3.76 4.76
H: 1.42 -3.15 3.76
C: 1.82 -6.00 -0.32
C: 1.25 -5.16 -1.45
C: 1.98 -5.36 -2.78
C: 3.39 -4.99 -2.67
N: 4.51 -4.71 -2.58
H: 2.86 -5.74 -0.11
H: 1.24 -5.84 0.59
H: 1.78 -7.07 -0.57
H: 1.30 -4.10 -1.16
H: 0.20 -5.40 -1.58
H: 1.53 -4.74 -3.56
H: 1.91 -6.40 -3.10
C: -1.51 -2.31 -1.66
C: -2.45 -1.53 -2.57
C: -1.79 -0.30 -3.21
C: -1.33 0.63 -2.18
N: -0.98 1.37 -1.37
H: -1.18 -1.70 -0.82
H: -2.01 -3.19 -1.26
H: -0.63 -2.65 -2.21
H: -3.33 -1.21 -2.00
H: -2.81 -2.19 -3.37
H: -2.49 0.22 -3.86
H: -0.93 -0.61 -3.81

(6)
Formula: C41H39Br5N7O4S2Tl
Source: OMol25
Level of theory: the ωB97M-V functional and the def2-TZVPD basis

## Properties
energy relative to the best compared isomer or geometry (same formula, charge and spin): 0.00 kcal per mole
LUMO level: 3.673 eV
HOMO-LUMO gap: 5.927 eV
net charge: -2

Cartesian coordinates (Å):
Tl: -0.77 0.01 0.52
C: -2.43 3.29 -0.22
O: -1.67 2.34 -0.93
C: -2.03 2.12 -2.23
C: -3.08 2.75 -2.84
C: -3.35 2.50 -4.19
Br: -4.84 3.38 -5.00
C: -2.57 1.66 -4.92
C: -1.48 1.00 -4.31
C: -1.18 1.17 -2.93
O: -0.23 0.58 -2.31
C: -0.64 0.16 -5.16
N: -0.81 -0.07 -6.45
C: 0.25 -0.88 -6.80
C: 0.58 -1.43 -8.04
C: 1.72 -2.23 -8.11
C: 2.51 -2.47 -6.99
C: 2.20 -1.93 -5.75
C: 1.06 -1.13 -5.68
N: 0.47 -0.44 -4.66
H: -3.48 3.00 -0.17
H: -2.35 4.28 -0.69
H: -2.02 3.32 0.78
H: -3.71 3.45 -2.29
H: -2.75 1.47 -5.97
H: 0.79 -1.39 -1.69
H: -0.04 -1.25 -8.90
H: 1.99 -2.67 -9.06
H: 3.39 -3.11 -7.08
H: 2.80 -2.13 -4.87
H: 0.67 -0.43 -3.66
Br: 2.75 -7.04 -2.29
C: 2.53 -5.33 -1.52
C: 3.10 -5.00 -0.30
Br: 4.15 -6.29 0.62
C: 2.91 -3.74 0.26
Br: 3.70 -3.24 1.91
C: 2.13 -2.74 -0.36
O: 1.87 -1.58 0.10
C: 1.60 -3.10 -1.65
O: 0.89 -2.16 -2.30
C: 1.77 -4.35 -2.19
Br: 0.94 -4.68 -3.85
N: 1.72 1.24 0.57
C: 1.58 2.57 0.22
C: 2.12 3.02 -0.98
C: 1.98 4.33 -1.40
C: 1.28 5.23 -0.60
C: 0.73 4.78 0.59
C: 0.85 3.46 1.03
C: 0.11 3.04 2.26
C: 0.07 3.93 3.34
C: -0.76 3.69 4.43
C: -1.54 2.53 4.45
C: -1.45 1.64 3.39
C: -0.63 1.84 2.27
H: 2.33 0.64 0.03
H: 1.70 1.00 1.56
H: 2.64 2.30 -1.61
H: 2.39 4.64 -2.35
H: 1.15 6.26 -0.91
H: 0.14 5.47 1.19
H: 0.67 4.83 3.32
H: -0.80 4.39 5.25
H: -2.20 2.34 5.29
H: -2.07 0.74 3.43
C: 0.33 -1.29 7.10
N: -0.11 -0.77 5.81
C: -1.11 -1.64 5.20
C: 0.91 -0.30 4.98
S: 1.22 -0.95 3.48
N: 1.62 0.73 5.51
C: 1.09 1.61 6.54
C: 2.79 1.25 4.83
H: 0.73 -2.31 7.00
H: -0.52 -1.32 7.79
H: 1.10 -0.66 7.54
H: -1.93 -1.75 5.91
H: -0.70 -2.63 4.96
H: -1.48 -1.19 4.28
H: 0.07 1.35 6.76
H: 1.11 2.64 6.16
H: 1.70 1.56 7.45
H: 3.28 0.46 4.27
H: 3.48 1.66 5.58
H: 2.51 2.05 4.13
C: -3.65 -1.71 -1.66
N: -2.95 -2.71 -0.87
C: -1.82 -3.38 -1.30
C: -1.38 -4.13 -0.27
N: -2.27 -3.91 0.77
C: -3.25 -3.04 0.41
S: -4.54 -2.54 1.37
H: -3.83 -2.09 -2.66
H: -3.06 -0.80 -1.72
H: -4.60 -1.50 -1.16
H: -1.39 -3.22 -2.27
H: -0.51 -4.76 -0.18
H: -2.21 -4.27 1.70

(7)
Formula: C5H10N2O
Source: OMol25
Level of theory: the ωB97M-V functional and the def2-TZVPD basis

## Properties
energy relative to the best compared isomer or geometry (same formula, charge and spin): 112.12 kcal per mole
LUMO level (spin up / spin down): -0.660 / -1.163 eV
HOMO-LUMO gap (spin up / spin down): 8.289 / 7.118 eV

Cartesian coordinates (Å):
C: 1.47 -0.72 -0.91
C: 1.58 -0.04 0.80
N: 1.15 -0.61 1.76
H: -0.31 -1.18 1.22
H: 2.07 0.91 0.63
H: 1.35 -0.01 -1.73
H: 1.04 -1.70 -1.07
H: 2.54 -0.88 -0.78
C: -0.89 1.22 -0.60
N: -0.94 1.82 0.63
C: -0.89 -0.26 -0.62
C: -1.27 -1.11 0.48
O: -0.80 1.86 -1.64
H: -0.83 2.82 0.65
H: -0.74 1.31 1.48
H: -0.91 -0.64 -1.63
H: -1.60 -2.10 0.17
H: -2.00 -0.66 1.16

(8)
Formula: C21H24N4O4S
Source: OMol25
Level of theory: the ωB97M-V functional and the def2-TZVPD basis

## Properties
energy relative to the best compared isomer or geometry (same formula, charge and spin): 42.95 kcal per mole
LUMO level: 0.214 eV
HOMO-LUMO gap: 8.673 eV

Cartesian coordinates (Å):
C: 5.11 1.70 0.41
C: 3.63 1.54 0.36
C: 2.82 2.53 0.91
C: 1.44 2.45 0.91
C: 0.81 1.35 0.32
C: -0.65 1.20 0.33
N: -1.09 0.04 0.70
N: -2.39 -0.19 0.80
C: -2.77 -1.55 1.07
C: -3.11 -2.23 -0.26
O: -2.86 -1.69 -1.32
N: -3.69 -3.45 -0.17
C: -4.04 -4.07 1.09
C: -4.12 -4.12 -1.37
C: -3.40 0.73 0.57
O: -4.56 0.43 0.78
C: -2.92 2.03 0.09
C: -3.85 3.01 -0.26
C: -3.42 4.21 -0.77
C: -2.06 4.44 -0.96
C: -1.13 3.48 -0.61
C: -1.54 2.26 -0.06
C: 1.61 0.35 -0.23
C: 2.99 0.44 -0.20
S: 3.81 -1.05 -0.82
O: 2.96 -1.65 -1.80
O: 5.17 -0.80 -1.18
N: 3.83 -2.07 0.51
C: 4.68 -1.63 1.59
C: 2.55 -2.59 0.90
H: 5.60 1.00 -0.26
H: 5.38 2.71 0.13
H: 5.48 1.52 1.42
H: 3.30 3.39 1.36
H: 0.85 3.22 1.38
H: -1.92 -2.06 1.55
H: -3.64 -1.54 1.73
H: -4.91 -3.59 1.54
H: -4.29 -5.11 0.89
H: -3.21 -4.04 1.79
H: -3.65 -5.10 -1.45
H: -5.20 -4.23 -1.38
H: -3.81 -3.51 -2.22
H: -4.90 2.79 -0.13
H: -4.13 4.97 -1.05
H: -1.73 5.37 -1.39
H: -0.08 3.65 -0.79
H: 1.15 -0.50 -0.71
H: 5.59 -1.24 1.14
H: 4.93 -2.49 2.22
H: 4.21 -0.86 2.20
H: 2.01 -2.84 0.00
H: 2.69 -3.49 1.50
H: 1.96 -1.86 1.49

(9)
Formula: C2H7ISi
Source: OMol25
Level of theory: the ωB97M-V functional and the def2-TZVPD basis

## Properties
energy relative to the best compared isomer or geometry (same formula, charge and spin): 4.65 kcal per mole
LUMO level: 0.743 eV
HOMO-LUMO gap: 10.280 eV

Cartesian coordinates (Å):
C: 1.33 -0.41 -0.88
Si: -0.40 0.27 -0.49
C: -0.73 0.37 1.37
I: -2.17 -1.17 -1.48
H: 1.20 -1.34 -0.26
H: 1.50 -0.59 -1.88
H: 2.16 0.23 -0.48
H: -0.77 1.68 -1.02
H: -1.74 0.60 1.56
H: -0.43 -0.57 1.65
H: 0.03 0.94 1.90

(10)
Formula: C21H36CrP2S
Source: OMol25
Level of theory: the ωB97M-V functional and the def2-TZVPD basis

## Properties
energy relative to the best compared isomer or geometry (same formula, charge and spin): 137.48 kcal per mole
LUMO level (spin up / spin down): -0.303 / -0.310 eV
HOMO-LUMO gap (spin up / spin down): 4.999 / 5.167 eV
multiplicity: 5

Cartesian coordinates (Å):
P: -0.27 -1.78 -2.64
P: 0.31 1.94 -2.60
C: -0.44 -0.53 -4.01
C: 0.46 0.74 -4.02
H: -1.50 -0.25 -4.16
H: -0.17 -1.10 -4.91
H: 1.52 0.46 -4.17
H: 0.17 1.32 -4.92
C: -1.33 2.63 -2.96
H: -1.61 3.32 -2.17
H: -2.11 1.87 -3.06
H: -1.26 3.17 -3.91
C: 1.53 3.18 -3.03
H: 1.21 3.70 -3.93
H: 2.50 2.70 -3.17
H: 1.61 3.91 -2.21
C: -1.33 -3.10 -3.21
H: -1.33 -3.90 -2.45
H: -0.89 -3.46 -4.15
H: -2.34 -2.72 -3.39
C: 1.41 -2.32 -2.96
H: 2.14 -1.51 -3.03
H: 1.37 -2.83 -3.92
H: 1.73 -3.03 -2.19
Cr: 0.14 -0.66 1.85
C: 0.49 2.12 -0.75
C: -0.87 1.74 -0.28
C: -1.53 0.58 -0.84
C: -1.57 -0.85 -0.24
C: -0.45 -1.76 -0.84
C: 0.86 -1.32 -0.12
C: 1.50 -0.18 -0.84
C: 1.52 1.15 -0.10
C: 0.59 -1.95 3.28
H: 0.86 3.13 -0.51
H: -1.37 2.32 0.48
H: -1.07 0.39 -1.84
H: -2.58 0.84 -1.10
H: -1.58 -0.87 0.89
H: -2.56 -1.24 -0.52
H: -0.69 -2.80 -0.56
H: 1.57 -2.15 -0.01
H: 0.90 -0.02 -1.78
H: 2.52 -0.38 -1.21
H: 1.40 1.08 1.01
H: 2.52 1.59 -0.21
H: 1.48 -1.54 3.81
H: 0.83 -2.92 2.80
H: -0.25 -2.05 4.00
S: -0.01 1.19 3.34
C: -0.16 0.68 4.96
C: 0.95 0.63 5.83
C: 0.78 0.12 7.12
C: -0.50 -0.26 7.57
C: -1.62 -0.04 6.75
C: -1.47 0.46 5.46
H: 1.94 0.91 5.47
H: 1.64 -0.01 7.77
H: -0.64 -0.65 8.58
H: -2.62 -0.28 7.11
H: -2.32 0.62 4.81